Record 1
Entry from OMol25: 2 unconnected molecules or ions with the total composition C3H5O2 (the ωB97M-V functional and the def2-TZVPD basis).

Last columns: bonded neighbours and bond lengths (Å).
CARTESIAN COORDINATES (ANGSTROEM)
1 C -2.04365 0.21409 -0.02644  O5 1.204, H6 1.097, H7 1.103
2 C 0.66193 0.52945 0.03368  C3 1.411, O4 1.136
3 C 1.57786 -0.54377 0.00047  C2 1.411, H8 1.096, H9 1.095, H10 1.090
4 O 0.35437 1.62122 0.09183  C2 1.136
5 O -1.04935 -0.46347 -0.06474  C1 1.204
6 H -3.03955 -0.23746 -0.10992  C1 1.097
7 H -1.99432 1.30986 0.09127  C1 1.103
8 H 2.19053 -0.50011 0.90806  C3 1.096
9 H 2.24622 -0.41124 -0.85692  C3 1.095
10 H 1.09596 -1.51856 -0.06730  C3 1.090

Calculated values
- energy above the lowest of the compared OMol25 structures with the same formula, charge and spin (kJ/mol) = 56.9
- frontier orbital gap (eV) = 11.36
- total charge = +1



Record 2
Entry from OMol25: a gas-phase ion, C3H5O2 (charge +1) (the ωB97M-V functional and the def2-TZVPD basis).

Last columns: bonded neighbours and bond lengths (Å).
CARTESIAN COORDINATES (ANGSTROEM)
1 C -1.14090 1.08435 -0.25253  O4 1.209, O5 1.284, H6 1.049
2 C 0.71618 -0.74051 -0.61026  C3 1.453, H7 1.061, H8 1.073
3 C 0.28838 -0.38047 0.73126  C2 1.453, O5 1.471, H9 1.111, H10 1.108
4 O -0.74583 0.59307 -1.28446  C1 1.209
5 O -0.73818 0.66135 0.89084  C1 1.284, C3 1.471
6 H -1.67771 1.97321 -0.10629  C1 1.049
7 H 1.64052 -0.42840 -1.02718  C2 1.061
8 H 0.33335 -1.66010 -1.00801  C2 1.073
9 H 0.22432 -1.26047 1.40675  C3 1.111
10 H 1.09986 0.15797 1.25988  C3 1.108

Calculated values
- energy above the lowest of the compared OMol25 structures with the same formula, charge and spin (kJ/mol) = 194.0
- frontier orbital gap (eV) = 10.22
- total charge = +1



Record 3
Entry from OMol25: a gas-phase ion, C3H5O2 (charge +1) (the ωB97M-V functional and the def2-TZVPD basis).

Last columns: bonded neighbours and bond lengths (Å).
CARTESIAN COORDINATES (ANGSTROEM)
1 C 1.95254 -0.19827 -0.51605  O4 1.159, O5 1.513, H6 1.103
2 C -1.35729 -0.40919 0.44698  C3 1.472, H7 1.075, H8 1.120, H9 1.050
3 C -0.43865 0.72644 0.26541  C2 1.472, O5 1.278, H10 1.002
4 O 2.72258 -0.62810 0.23662  C1 1.159
5 O 0.80021 0.65831 -0.04013  C1 1.513, C3 1.278
6 H 1.95814 0.08227 -1.58292  C1 1.103
7 H -0.93834 -1.36945 0.68688  C2 1.075
8 H -1.72745 -0.37767 -0.60986  C2 1.120
9 H -2.25205 -0.16759 0.94145  C2 1.050
10 H -0.71969 1.68326 0.17161  C3 1.002

Calculated values
- energy above the lowest of the compared OMol25 structures with the same formula, charge and spin (kJ/mol) = 150.8
- frontier orbital gap (eV) = 11.38
- total charge = +1



Repeat the third record exactly.
Entry from OMol25: a gas-phase ion, C3H5O2 (charge +1) (the ωB97M-V functional and the def2-TZVPD basis).

Last columns: bonded neighbours and bond lengths (Å).
CARTESIAN COORDINATES (ANGSTROEM)
1 C 1.95254 -0.19827 -0.51605  O4 1.159, O5 1.513, H6 1.103
2 C -1.35729 -0.40919 0.44698  C3 1.472, H7 1.075, H8 1.120, H9 1.050
3 C -0.43865 0.72644 0.26541  C2 1.472, O5 1.278, H10 1.002
4 O 2.72258 -0.62810 0.23662  C1 1.159
5 O 0.80021 0.65831 -0.04013  C1 1.513, C3 1.278
6 H 1.95814 0.08227 -1.58292  C1 1.103
7 H -0.93834 -1.36945 0.68688  C2 1.075
8 H -1.72745 -0.37767 -0.60986  C2 1.120
9 H -2.25205 -0.16759 0.94145  C2 1.050
10 H -0.71969 1.68326 0.17161  C3 1.002

Calculated values
- energy above the lowest of the compared OMol25 structures with the same formula, charge and spin (kJ/mol) = 150.8
- frontier orbital gap (eV) = 11.38
- total charge = +1



Which value of total charge does entry 3 give? +1



The lowest energy above the lowest of the compared OMol25 structures with the same formula, charge and spin belongs to which entry? number 1



Which of these has the highest energy above the lowest of the compared OMol25 structures with the same formula, charge and spin? number 2